1.
DFT (wB97M-V/def2-TZVPD) results for a molecular structure, C26H54BFO2PV at a distorted geometry.

```
! wB97M-V def2-TZVPD RIJCOSX def2/J DEFGRID3
* xyz 1 4
V 2.149 0.781 -3.048
P -1.045 1.398 1.627
F 4.340 -4.128 2.719
O 1.021 -0.836 -3.503
O -1.943 -0.095 -8.244
C 3.849 -4.146 1.465
C 3.722 -2.956 0.774
C 0.031 -2.585 1.157
C 1.885 3.032 4.116
C -4.036 2.318 4.376
C 2.569 2.515 5.382
C -0.760 -0.323 2.011
C 0.288 2.487 2.239
C 0.940 1.987 3.535
C 3.098 -5.400 -0.414
C 3.510 -5.363 0.906
C -0.925 0.391 -6.166
C -0.491 1.762 -8.340
C -3.350 -0.051 -2.974
C -2.654 1.919 3.852
C -2.591 2.019 2.320
C 0.209 -1.076 1.103
C 3.284 -3.020 -0.540
C 0.485 -3.202 2.485
C -1.265 1.636 -0.164
C -2.478 1.003 -2.293
C -2.341 0.760 -0.798
C -1.188 0.627 -7.638
C -4.131 2.083 5.879
C 0.209 -1.716 -2.806
C 2.935 -4.224 -1.141
B 4.161 0.370 -3.962
H 1.345 3.958 4.332
H -0.490 -0.584 -5.942
H 1.872 1.980 6.029
H -1.753 -0.766 1.831
H 3.907 -2.029 1.300
H -1.908 0.340 -5.698
H 3.298 1.758 5.076
H 2.919 -6.337 -0.925
H -1.502 0.986 -2.793
H -3.641 1.150 6.162
H 3.208 0.515 -4.679
H 1.531 1.107 3.269
H 4.388 1.472 -3.501
H -4.811 1.719 3.892
H 5.066 0.014 -4.629
H -2.359 0.917 4.175
H -0.226 2.593 -7.688
H -2.850 2.012 -2.492
H -0.313 1.572 -0.700
H -1.507 2.705 -0.227
H -3.322 0.867 -0.328
H 0.443 1.384 -8.770
H 3.625 -6.260 1.500
H -5.147 2.149 6.259
H -0.593 -0.474 3.077
H 3.832 -0.436 -3.160
H 1.247 -0.822 1.353
H 0.158 1.736 4.252
H 0.220 -4.255 2.560
H 0.644 -2.724 -2.709
H -1.926 2.613 4.283
H -0.044 -1.456 -1.764
H -3.642 0.378 -3.935
H 3.208 -2.110 -1.122
H -3.441 1.533 1.838
H 1.571 -3.124 2.538
H -0.186 3.470 2.308
H -0.247 1.162 -5.802
H 0.120 -0.792 0.050
H -3.568 2.839 6.437
H -2.094 -0.293 -0.620
H 0.026 -2.711 3.347
H 2.649 -4.218 -2.183
H -4.280 -0.334 -2.482
H 2.651 3.278 3.376
H -0.982 -2.895 0.884
H 1.002 2.517 1.410
H -1.073 2.087 -9.200
H -4.160 3.367 4.101
H 3.112 3.285 5.922
H -2.768 -0.949 -3.174
H 0.673 -3.054 0.406
H -2.631 3.063 1.991
H -0.732 -1.872 -3.350
*
```

Properties
* frontier orbital gap (alpha / beta): 0.270 / 0.262 hartree
* <S²>: 3.762
* max |F|: 3.7 eV/A
* calculated total energy: -70294.8376 eV



2.
DFT (wB97M-V/def2-TZVPD) results for a gas-phase ion, C6H13N5 (charge +2) at a distorted geometry.

```
! wB97M-V def2-TZVPD RIJCOSX def2/J DEFGRID3
* xyz 2 1
N 2.936 -0.864 0.768
N -0.301 1.605 -0.281
N 1.987 1.129 -0.079
N -0.816 -2.684 -0.066
N -1.813 -0.093 0.153
C -2.974 0.711 0.438
C 0.977 1.876 -0.855
C 1.922 -0.224 0.153
C 0.320 -2.234 -0.341
C -0.621 0.366 -0.105
C 0.699 -0.809 -0.516
H 2.907 -1.842 0.905
H 1.105 1.665 -1.932
H 3.653 -0.265 1.217
H -0.894 -3.663 0.048
H 2.697 1.685 0.431
H -1.879 -1.150 0.281
H -0.887 2.314 0.290
H -3.206 0.856 1.482
H 1.333 2.975 -0.887
H 1.349 -2.874 -0.410
H 0.829 -0.774 -1.539
H -2.723 1.730 0.224
H -3.895 0.297 -0.006
*
```

Properties
* frontier orbital gap: 0.380 hartree
* ΔE to the lowest compared entry with this formula, charge and spin: 48.6 kcal per mole
* max |F|: 4.9 eV/A
* calculated total energy: -13865.5481 eV



3.
DFT (wB97M-V/def2-TZVPD) results for a molecular structure, C10H14N7O2S2Ta at a distorted geometry.

```
! wB97M-V def2-TZVPD RIJCOSX def2/J DEFGRID3
* xyz 4 1
Ta 0.914 0.248 -0.832
S -1.650 2.399 -1.984
S 3.142 1.043 -2.134
O -0.389 1.495 -1.427
O 2.218 1.987 -1.373
N 2.541 -0.321 -1.845
N 0.979 -0.217 1.082
N -0.103 -1.557 -1.041
N 1.194 -0.005 3.447
N 1.972 1.667 2.084
N 0.194 -1.971 2.504
N 0.428 -1.705 4.774
C -0.544 -2.173 -2.170
C 0.610 -1.212 3.596
C -1.092 -4.138 -0.931
C -2.084 3.399 -0.584
C 0.346 -1.495 1.346
C -0.152 -2.239 0.162
C -1.042 -3.457 -2.143
C -0.643 -3.514 0.241
C -0.870 3.576 -3.063
C 1.409 0.465 2.276
H 0.719 -1.187 5.601
H -2.886 4.047 -0.962
H -0.485 3.048 -3.936
H -1.242 4.004 -0.250
H -2.500 2.758 0.193
H 0.009 -2.621 4.905
H -1.694 4.224 -3.389
H -0.482 -1.612 -3.095
H -0.675 -4.023 1.195
H 2.599 1.839 1.310
H -0.112 4.156 -2.539
H -1.476 -5.152 -0.891
H 2.227 2.165 2.935
H -1.383 -3.920 -3.061
*
```

Properties
* frontier orbital gap: 0.248 hartree
* ΔE to the lowest compared entry with this formula, charge and spin: 26.9 kcal per mole
* max |F|: 1.6 eV/A
* calculated total energy: -48302.0316 eV



4.
DFT (wB97M-V/def2-TZVPD) results for 6 unconnected molecules or ions with the total composition C30H70N6O8S at a distorted geometry.

```
! wB97M-V def2-TZVPD RIJCOSX def2/J DEFGRID3
* xyz 0 1
S 1.662 4.056 3.723
O 0.214 3.265 4.148
O 0.913 -8.136 -9.276
O -0.299 8.865 4.934
O -1.026 7.739 9.701
O -0.658 -3.642 -2.049
O 1.322 5.365 3.232
O 2.205 3.274 2.403
O -1.916 -4.314 -6.464
N 3.512 -9.400 -9.267
N 0.489 -3.615 -7.902
N 1.134 7.556 11.607
N 1.958 -4.862 -2.072
N 1.047 10.627 6.764
N -1.167 -0.135 0.682
C 2.350 8.569 6.704
C 2.254 1.831 2.578
C -0.481 -4.966 -1.588
C -0.838 6.650 12.709
C 2.120 -10.693 -10.787
C 0.749 -5.688 -2.157
C -0.225 7.883 12.052
C -0.929 3.812 3.648
C -1.075 8.467 10.914
C 0.993 9.186 7.031
C -0.323 -4.761 -8.325
C -2.043 0.853 1.010
C -0.297 -0.893 1.544
C -1.256 -3.533 -3.332
C 0.573 8.160 4.063
C -1.191 -5.300 -7.179
C -2.670 1.358 -0.098
C -1.120 -4.372 -9.567
C -2.128 3.526 4.280
C 0.986 1.213 2.021
C 0.325 -8.037 -10.563
C 2.291 -10.207 -9.350
C -3.112 -3.881 -7.084
C -1.859 6.594 9.657
C -1.229 -0.312 -0.682
C -0.183 8.518 6.300
C 1.113 -0.282 1.684
C 1.069 -9.460 -8.798
C -2.143 0.576 -1.177
C 0.574 -6.156 -3.599
H -1.624 -3.413 -9.452
H -1.336 5.715 10.038
H -0.908 4.476 2.788
H -0.456 -4.281 -10.427
H -1.998 -4.315 -3.507
H -0.162 -7.064 -10.636
H 2.243 -9.889 -11.511
H 1.590 -0.364 0.705
H 2.142 -4.644 -1.097
H -0.652 -1.053 -1.210
H -2.143 1.126 2.052
H -2.440 3.996 5.208
H -0.404 -6.617 -3.749
H -1.754 -2.564 -3.385
H -0.186 -1.904 1.149
H 1.136 -11.143 -10.937
H 0.824 9.046 8.102
H 0.112 8.137 3.076
H 1.097 -8.078 -11.334
H 0.145 -10.033 -8.954
H 0.907 -6.580 -1.544
H -2.922 -3.045 -7.761
H 0.679 -5.338 -4.312
H 0.735 7.139 4.394
H 1.016 10.751 5.755
H -0.675 9.456 10.672
H 1.529 8.682 3.968
H 2.431 -11.093 -8.723
H 2.871 -11.448 -11.019
H -0.135 -2.943 -7.462
H -2.116 8.617 11.228
H -0.497 -3.555 -4.116
H -2.818 2.801 3.858
H -0.348 -4.880 -0.505
H -2.434 0.698 -2.209
H 2.299 7.478 6.711
H -0.164 7.425 6.421
H 0.183 11.054 7.088
H -1.866 -6.093 -7.528
H -3.781 -3.525 -6.301
H 1.587 8.404 11.275
H -1.109 8.866 6.767
H 3.129 1.470 2.039
H 1.335 -6.896 -3.848
H -3.388 2.155 -0.147
H -1.906 6.788 12.889
H 0.753 1.732 1.089
H 2.392 1.600 3.640
H -1.871 -5.129 -9.804
H -1.396 -5.552 -1.746
H 0.357 -5.567 -8.616
H -0.359 6.459 13.669
H 1.741 -3.960 -2.488
H 2.725 8.888 5.732
H -0.706 5.752 12.105
H -2.789 6.747 10.211
H 1.054 6.980 10.774
H -0.524 -5.758 -6.444
H -0.748 -0.994 2.533
H -2.103 6.403 8.611
H 0.126 1.349 2.675
H -0.424 -8.815 -10.734
H 1.197 -9.361 -7.717
H 3.089 8.874 7.445
H 1.103 -3.906 -7.147
H -0.150 8.656 12.821
H -3.607 -4.694 -7.624
H 1.676 -0.853 2.424
H 3.314 -8.499 -9.696
H 3.693 -9.171 -8.293
*
```

Properties
* frontier orbital gap: 0.272 hartree
* max |F|: 2.1 eV/A
* calculated total energy: -68393.5149 eV